The following is a DFT calculation (ωB97M-V/def2-TZVPD) of a 3-piece molecular cluster, C22H42N2O11P2 overall.

Output
* charge: 0
* SMILES: CN(C)C(=O)C[C@@H]1C(=O)OC[C@@H]1CCCCn1cccc1.COP(=O)(OC)OC.COP(=O)(OC)OC

Geometry (Å):
C -0.412 -6.854 -0.145
N -0.645 -5.768 0.854
C -1.887 -6.062 1.630
C -0.640 -4.435 0.254
O 0.067 -4.271 -0.799
C -1.388 -3.138 0.810
C -2.318 -2.499 -0.338
C -1.676 -1.174 -0.975
O -0.558 -0.641 -0.843
O -2.758 -0.629 -1.778
C -3.951 -0.825 -0.970
C -3.863 -2.154 -0.010
C -4.280 -1.748 1.485
C -5.404 -2.682 2.154
C -5.374 -4.221 1.685
C -6.436 -4.495 0.506
N -5.882 -5.455 -0.491
C -4.554 -5.638 -1.032
C -4.524 -6.831 -2.016
C -6.011 -7.334 -2.054
C -6.808 -6.416 -1.064
H -1.032 -7.765 0.213
H -0.776 -6.624 -1.201
H 0.681 -7.232 -0.148
H -2.162 -5.282 2.415
H -2.805 -6.314 0.966
H -1.677 -7.039 2.217
H -0.557 -2.369 1.059
H -1.972 -3.289 1.778
H -2.237 -3.277 -1.180
H -4.195 0.169 -0.454
H -4.829 -1.045 -1.672
H -4.547 -2.871 -0.590
H -3.366 -1.718 2.169
H -4.732 -0.683 1.432
H -5.211 -2.674 3.288
H -6.456 -2.266 1.995
H -4.298 -4.511 1.438
H -5.698 -4.873 2.580
H -6.832 -3.527 0.035
H -7.343 -5.014 1.000
H -3.677 -4.969 -0.727
H -3.631 -7.242 -2.584
H -6.378 -8.190 -2.704
H -7.934 -6.520 -0.870
C 0.431 1.790 0.766
O 1.186 3.002 0.855
P 2.894 2.806 0.996
O 2.939 3.912 2.045
O 3.107 3.466 -0.493
C 2.627 2.729 -1.613
O 4.575 2.469 1.088
C 5.416 3.253 1.911
H -0.390 1.833 1.487
H 0.015 1.697 -0.239
H 1.047 0.914 0.984
H 1.640 3.107 -1.896
H 2.557 1.661 -1.391
H 3.310 2.870 -2.451
H 5.118 3.169 2.958
H 5.413 4.295 1.584
H 6.433 2.864 1.822
C 6.833 5.819 -1.210
O 7.434 6.918 -0.522
P 7.076 8.482 -1.159
O 8.530 8.898 -0.965
O 6.224 8.854 0.195
C 5.014 8.137 0.428
O 6.605 9.974 -1.866
C 7.529 11.040 -1.967
H 7.602 5.073 -1.420
H 6.068 5.371 -0.571
H 6.377 6.135 -2.152
H 5.211 7.313 1.118
H 4.597 7.742 -0.502
H 4.286 8.809 0.883
H 8.376 10.758 -2.595
H 7.862 11.356 -0.977
H 7.021 11.879 -2.449

Need the Mulliken charges? In units of e they are: -0.8142, 0.0252, -1.0093, 0.0030, -0.6280, -0.1687, 0.0389, 0.0731, -0.5728, -0.3494, -0.7478, 0.7797, -0.5969, -0.8394, 0.3916, -0.7565, 0.2618, -0.1331, -0.7456, -0.5728, -0.3470, 0.3527, 0.2410, 0.2643, 0.3126, 0.3148, 0.4245, 0.2325, 0.3405, 0.4374, 0.3225, 0.3029, -0.0224, 0.2718, 0.2790, 0.3051, 0.3497, -0.4879, 0.4935, 0.1833, 0.4014, 0.3970, 0.3329, 0.3117, 0.3367, -0.7393, -0.3373, 1.1129, -0.6633, -0.2838, -0.6857, -0.4144, -0.3232, 0.3027, 0.2846, 0.3460, 0.2401, 0.3305, 0.2755, 0.2658, 0.0298, 0.2538, -0.5482, -0.3082, 1.0655, -0.6398, -0.3230, -0.6006, -0.4097, -0.5348, 0.2882, 0.0718, 0.3690, 0.1731, 0.3106, 0.3252, 0.2696, 0.2682, 0.2391

---

The following is a DFT calculation (ωB97M-V/def2-TZVPD) of one molecule with the formula C3H5NO2.

Output
* charge: 0
* SMILES: CNC(=O)C=O

Geometry (Å):
C -1.056 1.358 -0.049
N 0.064 0.458 -0.220
C 0.063 -0.779 0.309
O -0.828 -1.274 0.980
C 1.336 -1.564 -0.002
O 2.234 -1.113 -0.672
H -1.948 0.976 -0.556
H -1.291 1.470 1.014
H -0.794 2.333 -0.463
H 0.863 0.710 -0.783
H 1.357 -2.575 0.442

Need the natural (NBO) charges? In units of e they are: -0.4167, -0.5903, 0.5417, -0.5904, 0.3636, -0.4977, 0.2073, 0.2151, 0.2089, 0.4192, 0.1393

---

Number 1: frontier orbital gap 5.8815 eV. Number 2: frontier orbital gap 9.9101 eV.